138
Properties=species:S:1:pos:R:3:mulliken_charge:R:1 method="wB97M-V/def2-TZVPD" charge=-1 spin_multiplicity=1 homo_energy_ev=-2.972
H -0.749 6.519 1.369 0.408
C 6.209 -3.706 -5.565 -0.552
H 2.338 -2.454 -3.065 -0.413
H 5.357 1.573 1.042 0.241
C 3.214 -1.814 -3.150 0.610
C -0.775 -1.450 -7.350 -1.127
H -0.958 -3.146 -2.893 -0.205
H -0.773 6.910 -1.095 0.447
H 0.200 -1.791 1.972 0.959
H -0.815 -0.965 -8.316 0.442
C -1.888 -1.948 1.104 0.176
C -1.511 3.599 -1.055 0.740
H -2.268 -1.142 -0.908 -0.179
H -2.619 -2.689 1.462 0.924
Se 5.011 2.839 -1.241 -0.814
C -0.619 -0.688 -6.205 -0.485
C -1.904 -2.041 -0.424 0.027
H -3.118 1.269 3.821 0.201
H -0.504 0.384 -6.293 0.447
S 2.156 -0.524 1.726 0.161
H 4.681 -1.541 3.087 0.417
C 0.813 -6.573 -2.241 -0.752
N -1.347 2.051 0.834 0.713
H -2.290 1.324 -5.175 0.223
C 1.019 1.499 3.661 -0.953
Se 1.224 1.061 -0.881 -0.115
N 4.508 -0.225 0.535 0.811
H 0.046 4.091 -4.274 0.316
H -1.014 -3.438 -8.138 0.378
C 3.329 -0.796 0.503 -0.235
H 9.223 0.354 3.387 0.374
H -4.095 1.676 2.413 0.128
H -5.770 3.655 -2.214 0.502
H 3.224 -6.115 -4.561 0.519
H -2.276 4.119 -3.949 1.217
C -0.441 -0.414 -3.724 2.937
H 0.066 -0.952 -2.907 -1.953
C -0.550 -2.455 1.591 -2.171
H 1.923 1.902 4.100 0.312
C 2.327 -5.949 -3.980 -1.011
H -0.913 -1.306 3.733 0.482
H -4.770 -1.939 1.444 0.320
H -0.078 2.524 -5.054 0.386
C -1.309 4.907 -1.532 -0.688
C -1.098 4.434 1.190 -0.272
H 7.508 1.464 1.972 0.468
N -0.310 -3.335 -3.643 0.446
P -2.241 2.496 -2.250 -0.155
H 4.310 -4.268 -2.828 0.545
C 4.990 -0.822 -1.802 -0.476
C -1.894 3.095 -3.956 0.404
H 4.501 -0.774 -5.312 0.379
C 0.092 -5.423 -2.487 0.977
C 4.273 -2.469 -4.006 -0.824
C -0.938 5.702 0.685 -0.918
H 2.937 -0.861 -3.633 -0.408
H 6.959 -4.191 -6.177 0.364
H 6.191 -1.897 -6.718 0.418
N 3.694 -1.480 -1.807 0.425
C 5.686 -4.369 -4.463 -0.674
C 4.946 0.704 1.569 -0.976
C -0.755 -3.437 -6.021 -0.157
C 5.772 -2.426 -5.872 -0.839
H -3.735 2.234 -4.784 0.324
H -3.399 -1.141 3.433 0.462
C 8.227 -0.063 3.315 -0.651
H 0.106 2.643 -3.301 -0.767
C -0.374 3.093 -4.172 -1.012
C -0.870 -2.829 -7.256 -0.697
C -4.057 2.367 -2.005 0.846
Cl 2.220 -3.732 -5.447 -0.032
H 8.663 -1.726 4.607 0.375
H -4.408 1.510 -2.588 0.714
H 6.052 -1.501 -0.035 0.311
H -0.803 -4.515 -5.931 0.469
C 1.940 -6.840 -2.998 -0.618
C 7.271 0.566 2.529 -0.355
C 4.719 -3.749 -3.689 -0.058
C -4.997 -1.005 1.966 -1.326
C -3.760 -0.448 2.658 0.252
C -0.537 -1.281 -4.949 0.014
H -4.867 1.002 3.861 0.505
C 5.679 -1.120 3.142 0.038
S 1.379 -2.255 -0.753 0.211
C 0.555 0.256 4.095 -1.390
H -2.564 -2.840 -0.776 0.604
C -1.785 -0.006 -3.188 -0.304
H -1.064 4.255 2.257 0.639
P -2.457 -0.236 1.374 0.925
H -0.652 -3.148 2.437 0.297
H 0.859 3.119 2.252 0.634
H -5.373 -0.294 1.226 0.187
H -3.821 1.268 -0.158 0.000
H 2.521 -7.731 -2.806 0.414
H -0.947 -2.334 -0.837 -0.934
H -4.639 3.787 -3.563 0.359
H -4.241 4.525 -2.002 0.354
H -0.156 -3.078 0.803 0.425
C 5.550 -0.605 -0.416 -1.017
C -3.977 0.954 3.228 -1.203
C -0.536 -0.329 3.464 0.041
C -4.356 2.143 -0.531 -1.668
H 4.912 0.140 -2.346 0.124
C 4.810 -1.793 -5.095 0.328
C -0.994 5.938 -0.682 -0.950
Sb 2.694 2.464 -1.925 1.132
C -0.708 1.654 2.003 0.370
H 6.245 0.234 -0.493 0.433
C 1.596 -4.799 -4.228 0.986
C 5.985 0.045 2.445 0.428
C -2.674 2.325 -5.023 -1.744
O -2.856 -0.457 -3.455 -0.484
H 5.686 -1.433 -2.375 0.362
H -5.799 -1.212 2.681 0.465
H -5.423 1.972 -0.374 0.706
C -4.713 3.665 -2.482 -1.602
H 6.034 -5.362 -4.206 0.420
C 7.917 -1.226 4.002 -0.361
C -0.553 -2.676 -4.871 0.087
H 4.080 1.010 2.152 0.165
Se 2.097 4.780 -2.184 -0.778
C -1.316 3.320 0.347 -0.927
Sn -0.164 -0.155 0.282 0.383
C 6.637 -1.756 3.916 -0.812
C 0.423 2.199 2.619 -0.551
Cl -1.289 -5.087 -1.472 -0.215
H 6.385 -2.662 4.453 0.395
C 2.934 -1.546 -0.747 -0.641
H 1.081 -0.286 4.871 0.320
H -4.041 3.004 0.061 0.179
H 0.174 0.480 -3.889 -0.159
H -1.347 5.117 -2.588 0.284
H -2.583 2.857 -5.970 0.512
O -1.648 0.988 -2.203 0.601
C -1.157 0.376 2.450 0.370
H 0.494 -7.245 -1.458 0.440
C 0.426 -4.498 -3.493 -0.689
Se 3.462 2.001 -4.172 -0.833

***

137
Properties=species:S:1:pos:R:3:mulliken_charge:R:1 method="wB97M-V/def2-TZVPD" de_lowest_kcal_mol=50.6 smiles="O=C1C=CC(=O)C=C1.O=C1C=CC(=O)C=C1.O=C1C=CC(=O)C=C1.O=C1C=CC(=O)C=C1.O=C1C=CC(=O)C=C1.O=C1C=CC(=O)C=C1.C1CCOC1.C1CCOC1.C1CCOC1.C1CCOC1.C1CCOC1" spin_multiplicity=1 homo_energy_ev=-9.611
C -4.027 -25.125 14.745 0.498
O -12.432 -23.018 16.206 -0.586
C -1.030 -23.832 11.304 -0.332
C 0.996 -19.744 13.007 0.435
C -8.629 -23.829 12.162 0.176
C -9.521 -22.650 12.256 0.673
C 1.856 -18.647 12.449 -0.521
C -5.307 -27.205 14.795 -0.549
O -0.631 -16.670 13.176 -0.417
H -6.099 -22.076 14.849 0.001
H -3.362 -16.382 15.139 0.399
C -7.947 -18.339 10.667 0.360
C -10.018 -18.800 9.529 -0.369
H -4.530 -16.655 18.649 0.338
O -1.935 -27.900 15.730 -0.584
O -6.254 -16.195 19.481 -0.427
O -5.385 -22.590 7.876 -0.520
C -5.845 -21.492 13.964 0.494
H -2.571 -16.250 12.611 -0.100
H -11.368 -24.606 13.655 0.220
H -7.072 -16.989 17.019 0.290
C -9.244 -24.868 13.063 -0.428
O -6.244 -25.108 14.029 -0.264
H -5.678 -17.976 16.864 -0.395
H 3.625 -17.494 12.600 0.412
H -4.591 -18.062 11.638 1.288
O -1.861 -20.693 9.292 -0.569
H 1.601 -18.260 11.473 0.401
C -0.017 -16.048 14.372 -0.352
C -3.456 -21.185 14.228 1.201
C -5.107 -21.849 9.042 -0.224
O -7.167 -22.967 17.494 -0.567
H -6.063 -23.087 10.380 0.044
C -9.338 -23.760 17.991 -0.398
C -8.360 -22.931 17.271 0.236
C -5.613 -20.098 14.367 -0.046
H -2.289 -17.956 13.091 -0.845
C -4.157 -20.012 14.778 0.269
C -6.242 -22.100 9.952 0.963
H -6.475 -17.382 9.515 0.471
H -6.268 -19.675 15.129 0.149
H -6.014 -17.753 20.560 0.344
H -2.109 -25.242 15.618 0.603
H -1.069 -15.438 16.194 0.411
H -6.918 -21.791 6.742 0.272
C -7.363 -22.059 8.924 0.206
C 2.818 -20.207 14.671 -0.555
C -8.960 -22.072 16.191 0.213
H -7.780 -17.237 20.291 0.264
C -5.541 -16.383 18.346 -0.649
C -3.300 -19.287 10.559 -0.264
H -9.364 -21.934 11.449 -0.061
C -6.780 -22.476 7.579 -0.560
H -9.539 -22.120 13.208 -0.331
C 3.047 -18.308 13.012 -0.406
C -8.167 -17.919 8.251 -0.446
C -3.835 -18.103 10.868 -0.472
C -1.279 -15.610 15.138 -0.863
H -4.520 -28.960 15.360 0.390
H 3.343 -20.835 15.376 0.412
H -2.962 -21.715 15.042 0.339
C -9.516 -18.319 8.203 0.239
H -8.942 -24.606 14.077 0.021
H -2.273 -17.654 15.396 0.302
H -11.048 -19.127 9.546 0.393
H -4.184 -22.225 9.483 0.169
C -2.240 -19.572 9.544 0.433
H -8.999 -24.454 18.746 0.423
H -6.253 -21.327 10.719 -0.473
H -1.153 -23.364 10.339 0.538
C -0.114 -24.784 13.782 -0.432
H -3.575 -20.160 11.132 0.552
H -6.238 -19.247 18.879 0.198
O -4.554 -22.019 13.711 -0.177
H -7.834 -18.822 18.410 0.276
C -0.789 -23.500 13.795 0.689
C -5.315 -25.753 14.467 -0.188
C -3.004 -27.274 15.532 0.168
H -6.213 -27.779 14.669 0.381
O -0.123 -25.823 10.247 -0.590
H -1.718 -22.186 12.336 0.231
H 0.533 -16.813 14.920 0.274
O -10.761 -23.364 12.147 -0.524
C -7.442 -17.845 9.389 -0.162
H -7.053 -23.506 7.348 0.305
H -6.630 -21.692 13.234 -0.481
C -6.288 -17.465 17.608 0.401
C 1.693 -20.575 13.948 -0.107
C -10.254 -22.045 15.920 -0.101
C 3.627 -18.989 14.239 0.298
C -10.704 -23.811 17.688 -0.553
H -5.332 -15.543 17.684 0.356
C -6.795 -17.438 19.869 -0.531
H -10.610 -21.448 15.092 0.389
H -3.971 -24.053 14.623 0.286
H 0.444 -26.543 12.757 0.424
O -4.031 -15.884 10.206 -0.586
O -10.235 -18.294 7.212 -0.582
C -1.817 -18.327 8.944 -0.655
H -5.028 -20.814 8.709 0.090
C -1.247 -23.151 12.452 0.074
H -9.763 -19.156 11.540 0.481
H -7.799 -17.444 7.354 0.444
C -2.048 -16.914 13.300 1.287
H -3.786 -19.117 14.280 -0.869
O 4.554 -18.536 14.919 -0.569
C -3.509 -16.926 10.093 -0.089
H -2.171 -16.349 8.434 0.471
C -10.727 -24.617 12.773 -0.516
H -8.624 -24.046 11.094 0.189
H -8.276 -21.369 15.739 0.156
H -1.585 -14.638 14.751 0.318
O -0.791 -22.735 14.760 -0.694
H -7.577 -23.563 12.264 -0.109
C -6.863 -18.385 18.645 -0.453
O -0.159 -20.033 12.668 -0.142
H 0.594 -15.170 14.162 0.285
H -4.113 -19.900 15.861 0.670
H 1.204 -21.502 14.210 0.245
H -11.379 -24.533 18.123 0.437
C -11.232 -22.939 16.552 0.408
H -5.839 -19.402 13.560 -0.300
C -2.375 -16.726 14.832 -0.589
C -0.360 -25.152 11.294 0.054
H -7.716 -21.031 8.843 -0.506
C 0.042 -25.549 12.631 -0.521
H -8.157 -22.648 9.381 0.255
C -4.313 -27.902 15.294 -0.521
C -2.980 -25.803 15.314 -0.310
C -2.425 -17.134 9.130 -0.650
H -1.091 -18.466 8.157 0.473
H -11.002 -25.339 12.004 0.340
H 0.165 -25.140 14.762 0.499
O -7.239 -18.366 11.647 -0.515
H -2.665 -20.889 13.539 -1.115
C -9.330 -18.782 10.624 -0.394
H -9.030 -25.914 12.841 0.414

***

134
Properties=species:S:1:pos:R:3:mulliken_charge:R:1 method="wB97M-V/def2-TZVPD" charge=+1 s_squared=2.007 spin_multiplicity=3 homo_energy_ev="-9.760 / -9.740"
H 2.599 5.107 -3.705 0.427
C -1.463 -3.170 2.523 -1.153
N 3.713 0.221 0.480 1.133
H 0.919 3.536 -4.523 0.818
H 0.330 -5.059 0.937 0.465
H -2.209 2.935 5.688 0.410
H 4.730 -0.909 3.946 0.353
H -2.882 -2.133 -3.627 0.433
H 5.311 -0.386 2.368 0.378
H 2.412 -3.052 -2.495 0.375
H 3.874 -2.518 1.097 0.380
H 3.461 3.845 -2.833 0.225
C 3.084 -2.937 1.711 -0.531
H -1.502 -1.763 -5.655 0.436
C 2.816 4.039 -3.694 -1.429
C 4.638 1.324 0.691 -1.328
C -1.928 -5.589 2.422 -1.331
H 0.942 -3.546 -3.329 0.551
H -2.469 4.682 -4.241 0.460
H 4.362 1.877 1.584 0.426
C 1.749 -0.982 -4.429 -0.599
C 1.826 2.133 -0.971 -0.792
C -4.541 -0.507 0.340 -0.079
H -0.930 6.602 -4.306 0.442
N 1.798 -0.979 1.137 0.740
P -2.081 0.926 0.372 2.032
C 2.195 -0.055 -5.354 -1.324
H -2.270 4.525 3.790 0.467
C 1.371 0.761 -2.803 -1.764
C -2.156 1.203 4.422 -0.145
Pt 0.126 0.134 0.350 2.993
P -3.016 2.630 -2.402 -0.710
H 1.050 -3.698 -1.583 0.202
H -0.680 0.510 -6.174 0.502
N 0.902 1.944 1.237 1.189
C -1.760 4.831 -3.434 -0.555
C 2.323 -4.626 3.211 -1.067
H -2.806 -3.690 -0.989 0.339
N -1.468 -4.352 1.812 1.036
C 1.699 1.724 -3.782 1.290
H 2.387 -1.259 4.241 0.442
H 3.124 -1.251 -0.883 0.065
H -6.380 -1.521 -0.072 0.424
H -2.241 3.713 1.499 0.273
C 2.129 1.284 -5.031 -0.712
H -2.326 -5.396 3.414 0.437
H -2.703 -6.071 1.821 0.316
C 1.322 -3.064 -2.427 -2.074
C 1.313 -0.599 -3.166 1.391
N 3.264 -0.087 2.730 0.840
C -2.804 -0.084 -3.015 -0.398
H -1.449 -1.764 -0.068 -1.227
C -4.675 -2.705 -0.623 -0.903
H 0.303 -4.402 3.865 0.447
C -2.328 1.197 -3.290 0.842
H -0.331 -1.665 -2.360 -0.399
C -5.300 -1.577 -0.104 -1.242
H 0.945 -1.318 -1.227 -1.083
C -3.102 2.110 -0.629 -1.835
C -2.532 -2.208 4.507 -1.427
C -2.234 1.618 2.050 -0.091
C -0.856 4.163 -1.316 -0.179
C 1.855 -2.264 1.763 0.512
C 1.721 2.604 0.359 0.219
H 4.959 0.821 3.623 0.314
C -3.904 -3.413 2.885 -1.277
C -2.163 0.731 3.118 0.904
H 4.298 -4.581 2.350 0.479
C 4.647 -0.129 3.187 -1.185
N -2.587 -2.934 3.254 0.807
C 0.998 2.555 2.423 -0.634
H 2.388 2.029 -5.775 0.418
H -0.351 -3.595 0.218 -0.131
N -0.481 -2.304 2.522 0.802
C -2.208 2.568 4.670 -1.007
H 0.430 2.214 3.276 0.676
H -3.127 3.057 -0.092 0.727
H -1.215 2.391 -4.686 0.139
H 2.560 2.613 -1.607 -0.144
H 3.631 0.275 -1.625 0.229
H -1.085 -6.280 2.520 0.373
H -1.125 -5.164 -0.069 0.529
C 0.803 -2.856 2.478 -0.526
C 3.830 -0.429 -0.818 -1.081
C 3.330 -4.102 2.415 -1.082
H 4.570 1.997 -0.163 0.295
C 1.887 3.636 2.334 -2.172
C -1.736 3.928 -2.369 0.665
C -2.500 -1.145 -3.856 -0.791
C 2.284 -0.268 3.793 -1.089
H -3.177 -1.328 4.481 0.449
C -3.148 -0.559 0.280 0.963
H 0.923 3.494 -2.793 -0.895
C 0.758 -1.661 -2.244 1.760
H 2.544 -0.372 -6.328 0.371
H 3.402 3.806 -4.584 0.373
C 1.520 3.229 -3.663 0.287
H -3.880 -3.859 1.896 0.379
C -2.250 3.459 3.608 -0.853
H -5.272 -3.520 -1.014 0.479
H -0.805 3.482 -0.473 0.434
C -1.733 -0.938 -4.993 -0.749
H 0.596 7.025 -2.400 0.459
H -2.877 -2.853 5.320 0.522
C -0.036 5.283 -1.319 -0.552
C -0.049 6.155 -2.399 -0.830
C 2.919 -0.278 1.443 -1.628
C -0.602 -4.551 0.669 -1.226
H 1.734 -2.030 -4.691 0.355
H -3.451 -0.262 -2.164 0.692
H -2.074 -0.330 2.919 -0.597
H 3.051 4.363 0.585 0.663
C 2.353 3.663 1.019 -0.788
C 1.089 -4.004 3.233 -0.196
H 2.492 -5.512 3.809 0.434
H -4.104 1.701 -0.510 0.927
H 4.849 -0.810 -0.937 0.495
H 2.140 4.318 3.129 0.534
H -2.109 0.504 5.248 0.425
C -0.903 5.921 -3.466 -0.698
H 2.458 0.494 4.554 0.491
C -2.253 2.989 2.303 -0.871
H -4.601 -2.572 2.867 0.350
C -1.272 0.338 -5.285 -0.471
H 5.671 0.976 0.766 0.386
H -1.508 -1.898 4.697 0.253
H 1.277 -0.164 3.399 0.048
C -2.534 -1.738 -0.144 0.416
N 1.124 1.144 -1.438 1.069
H 0.616 5.465 -0.477 0.541
C -1.566 1.396 -4.440 -0.283
H -4.278 -4.150 3.603 0.337
H -5.048 0.375 0.715 0.552
C -3.292 -2.798 -0.617 -0.376